(1)
Density functional theory data (ωB97M-V with the def2-TZVPD basis set) for C47H39LaN12OS2 as an isolated structure at a distorted geometry.

The geometry in XYZ format:
```
102
Properties=species:S:1:pos:R:3:forces:R:3:lowdin_charge:R:1
La -1.16971 0.60290 0.11194 -0.9844 -0.3679 -0.0165 1.88
N -3.75463 1.49753 -3.70082 0.1323 -0.3089 -0.8535 0.08
C -3.15111 1.60009 -2.50451 0.3291 0.2010 0.0137 -0.94
S -3.96842 0.89558 -1.17827 0.3746 -0.1393 0.9475 0.51
N -2.02537 2.29347 -2.52046 0.5469 0.9162 -0.6699 -0.04
N -1.35872 2.55514 -1.37607 0.9548 2.5861 0.3425 -0.15
C -0.66353 3.72858 -1.27551 -2.1103 -2.7228 -2.3908 -0.16
C -0.69173 4.76592 -2.33034 0.3619 0.6269 -0.0803 -0.17
C -0.53642 4.49450 -3.69930 -0.3434 -0.8426 0.4038 -0.03
C -0.47622 5.53231 -4.61390 0.0616 -0.5614 -0.2541 -0.07
C -0.65762 6.82902 -4.20341 -0.0627 0.7318 0.1492 -0.06
C -0.90340 7.11762 -2.86033 0.3392 0.0102 -0.4195 -0.06
C -0.82328 6.11155 -1.92220 -0.1391 -0.6619 0.1244 -0.04
C 0.16007 3.89009 -0.11030 1.7035 -0.0252 2.0613 -0.23
C 1.17296 4.88511 0.04699 -0.5298 -0.6599 -0.4009 0.02
C 1.87715 4.97930 1.24357 -1.1439 -0.8484 0.3444 -0.01
C 1.52300 4.09990 2.28125 0.2673 0.6471 -0.3496 -0.03
C 0.58002 3.12106 2.04546 0.4701 0.2481 -0.1454 -0.15
N -0.02243 2.96814 0.87483 -0.6674 0.3356 -0.3897 -0.02
H -4.57645 0.92450 -3.75590 -0.0716 -0.0547 -0.0003 0.08
H -3.27204 1.70152 -4.57836 -0.1681 0.1618 0.7479 0.12
H -0.53659 3.44810 -4.03617 0.2093 0.6405 0.1732 0.10
H -0.32109 5.31097 -5.66380 0.0211 0.0157 0.0799 0.11
H -0.57730 7.63581 -4.92890 -0.2366 -0.1162 0.1553 0.12
H -1.11761 8.13250 -2.57675 0.1238 0.2081 0.2028 0.11
H -0.85746 6.33239 -0.85623 -0.2959 0.0885 -0.2457 0.12
H 1.41289 5.52815 -0.79426 -0.1385 0.0051 0.2087 0.12
H 2.60260 5.75250 1.40868 0.3143 0.1268 -0.0920 0.12
H 1.96383 4.16998 3.26030 0.1699 0.0734 0.1211 0.11
H 0.33512 2.43224 2.84051 -0.1080 -0.2739 -0.0073 0.12
S 1.18705 -5.56424 -4.87364 -0.6066 1.2277 1.3322 1.06
N 1.69438 -3.99685 -4.77404 -0.5848 -0.5898 0.0567 -0.21
C 0.93372 -3.37042 -3.88895 -0.8577 -2.0264 0.1487 -0.30
C 0.99262 -1.97353 -3.55747 -0.3743 0.0707 0.6020 -0.08
C 1.88607 -1.11028 -4.20804 -0.3315 0.5028 0.8532 0.04
C 1.88949 0.22135 -3.82682 -0.5822 -0.7569 -0.1524 -0.01
C 1.00177 0.61875 -2.82479 -0.1384 -0.3733 0.3407 -0.12
N 0.16007 -0.18850 -2.16230 0.2631 -0.5628 -0.6355 0.02
C 0.10838 -1.51305 -2.53930 1.9630 1.8390 -0.9583 -0.14
C -0.85847 -2.37276 -1.93373 -2.0738 -1.4950 1.4262 -0.14
N -1.73536 -1.84212 -1.00622 0.1120 -0.6172 -1.3271 0.00
C -2.82635 -2.57107 -0.70801 0.5025 1.1491 0.7173 -0.15
C -3.00379 -3.89981 -1.04378 0.2161 -0.5034 -0.5596 -0.01
C -2.05361 -4.52291 -1.83780 -0.3150 0.7079 0.9559 0.04
C -1.00404 -3.74218 -2.31496 0.4138 0.7967 -0.1315 -0.08
C -0.06024 -4.26189 -3.26714 1.3596 -0.0756 -1.3430 -0.29
N -0.01929 -5.51722 -3.72260 0.8897 1.0978 -0.6039 -0.19
H 2.55779 -1.51627 -4.94315 0.0764 -0.0161 -0.2527 0.13
H 2.49811 0.95733 -4.31963 0.2271 0.1060 -0.0137 0.12
H 1.01424 1.66529 -2.54833 -0.2463 0.0617 0.2118 0.10
H -3.57996 -2.03394 -0.11832 0.3216 -0.3264 -0.1160 0.10
H -3.87246 -4.44065 -0.70308 -0.1054 0.0495 0.0541 0.12
H -2.11135 -5.57850 -2.03926 0.0286 -0.1211 -0.3369 0.13
C -3.81327 3.53628 3.03650 -0.0087 -0.5802 0.8161 -0.01
C -3.03113 2.91647 2.06239 0.2974 -0.7959 -0.1799 -0.12
N -2.63913 1.62954 2.09834 -0.7547 0.7587 0.6588 -0.02
C -3.09493 0.86905 3.14429 -0.8004 2.0328 0.3548 -0.15
C -3.93259 1.43181 4.17814 0.5474 -0.6870 -0.7258 -0.12
C -4.27145 2.80219 4.11606 0.3827 -0.1521 -0.4722 0.03
C -4.40047 0.58627 5.23815 0.5973 -1.0117 0.3306 0.01
C -4.05188 -0.74637 5.30176 -0.2181 1.2447 -0.6108 0.01
C -3.20912 -1.31901 4.28770 0.0694 0.5903 -0.5470 -0.12
C -2.84301 -2.67852 4.32237 0.4282 0.2062 -0.5386 0.04
C -1.99126 -3.15170 3.33685 -0.4345 -0.3025 0.6076 -0.02
C -1.58381 -2.30427 2.32781 -0.2928 1.1931 -0.2843 -0.15
N -1.93651 -1.00726 2.22413 0.3276 -0.9019 0.1835 0.01
C -2.72465 -0.49554 3.20195 -0.0642 -1.8015 0.8738 -0.16
H -3.98733 4.59040 2.98172 -0.2371 0.3570 -0.1971 0.11
H -2.72337 3.51045 1.20478 0.1452 -0.2468 0.0504 0.11
H -4.87137 3.25544 4.90974 0.1936 -0.1623 -0.2987 0.14
H -4.96599 1.06507 6.03282 -0.1293 -0.2537 -0.1351 0.13
H -4.41361 -1.41146 6.07304 -0.0198 0.1751 0.1750 0.12
H -3.21487 -3.33711 5.10223 0.0561 0.1657 -0.0463 0.13
H -1.64618 -4.17893 3.30542 -0.1260 0.0688 0.1441 0.12
H -0.97079 -2.71772 1.54153 0.1394 0.1143 -0.2210 0.09
C 5.22418 -5.27285 1.85741 0.3974 -1.0601 0.6277 -0.07
C 3.80117 -4.94865 2.27295 -0.5377 0.2667 0.4668 -0.21
N 3.31210 -3.72254 1.63235 -0.2642 1.4699 -0.3623 -0.06
C 2.90188 -3.83995 0.21329 0.1548 -1.3426 0.9277 -0.20
C 3.89689 -3.35043 -0.82321 -0.3263 -0.1488 -0.0458 -0.05
C 3.28368 -2.55124 2.37912 0.1831 -1.7576 0.3284 -0.39
O 3.47880 -2.60456 3.58649 -0.0178 1.0341 -0.6490 0.08
C 3.01431 -1.23525 1.66127 0.6358 0.3139 0.0159 -0.09
C 4.05373 -0.29603 1.42655 -1.1775 -0.5300 0.0348 0.05
C 3.73067 0.82778 0.67372 -0.4973 -0.2423 0.1271 -0.01
C 2.39590 1.08100 0.36595 -0.1492 -0.3896 0.0762 -0.13
N 1.37331 0.26493 0.69633 1.3544 -0.3576 0.2040 -0.07
C 1.72506 -0.89993 1.28642 0.0009 0.3140 0.0117 -0.09
H 5.64113 -6.02665 2.57770 -0.2463 0.7158 -0.6476 0.10
H 5.84690 -4.37619 1.88394 -0.0273 -0.0975 0.1066 0.08
H 5.30201 -5.72656 0.86698 -0.1081 0.1371 -0.0271 0.07
H 3.74506 -4.78310 3.35472 0.1019 -0.0189 -0.3257 0.12
H 3.06772 -5.73953 2.04809 0.4398 0.0513 -0.0405 0.12
H 1.94326 -3.34963 0.07918 -0.2407 0.1459 -0.1103 0.09
H 2.70119 -4.93883 0.13849 0.1549 0.8908 -0.3938 0.13
H 3.80930 -2.27381 -0.85772 0.2486 0.4244 -0.2187 0.05
H 3.62171 -3.75140 -1.80764 0.1704 0.1053 0.1605 0.08
H 4.92687 -3.61465 -0.58640 -0.0970 -0.1047 -0.0267 0.08
H 5.02976 -0.44658 1.86993 0.1100 -0.1324 -0.3243 0.14
H 4.46451 1.52367 0.30574 0.2457 0.1541 0.2661 0.12
H 2.13795 2.00321 -0.13911 -0.0399 -0.0054 -0.0750 0.10
H 0.92236 -1.58024 1.54335 -0.1046 -0.0318 -0.0731 0.10
```
Positions in Å, forces in eV/Å.

Summary:
Kohn-Sham gap ... 6.51 eV
Charge ... +2
Largest force on an atom ... 4.19 eV Å⁻¹
Relative energy (zero: lowest compared OMol25 entry of this formula, charge and spin) ... 0.0 kcal/mol
Calculated total energy ... -3374.48409 Eh


(2)
Density functional theory data (ωB97M-V with the def2-TZVPD basis set) for C47H40BBrErN8O as an isolated structure at a distorted geometry.

The geometry in XYZ format:
```
99
Properties=species:S:1:pos:R:3:forces:R:3:lowdin_charge:R:1
Er -0.83798 0.53712 -0.63054 -0.1992 -0.5865 -0.3350 1.44
Br 1.44921 2.18512 -7.92452 0.1022 0.3230 -0.4634 0.72
C 0.78226 1.56501 -6.27860 -0.4656 1.7648 0.5161 -0.76
C 0.78517 0.22237 -6.05915 0.3147 -0.7281 -1.0453 -0.18
C 0.38690 -0.31705 -4.91087 -0.2642 1.1179 2.8868 0.01
C 0.06702 0.52379 -3.74751 -0.6081 1.1274 -1.5413 -0.35
O -0.15392 -0.04809 -2.62786 -0.1636 -0.1054 0.5816 -0.20
C -0.06024 1.95594 -3.94712 0.7435 -0.1520 -2.6028 -0.06
C -0.48002 2.93313 -2.90118 3.6498 3.3192 -7.3297 -0.16
N -0.88004 2.74933 -1.79809 -2.7406 -2.2010 7.9375 0.00
C -1.27414 3.75740 -0.84098 -1.4586 -0.4025 1.7590 -0.17
C -1.16310 5.15410 -1.00480 0.5417 -0.0053 -1.0811 -0.08
C -1.49275 6.03206 0.03541 -0.3349 0.2185 0.2236 -0.09
C -1.96897 5.51913 1.29857 1.5869 -1.0566 -3.1149 -0.02
C -2.03182 4.11286 1.55810 0.4880 1.2537 -3.2645 -0.16
C -1.86341 3.75139 2.91672 -0.9441 -1.2181 1.9535 -0.06
C -1.93277 2.57137 3.56755 0.4262 -0.9058 -1.0320 0.03
C -3.08762 1.46429 1.61761 -3.6064 -1.5996 1.4314 -0.30
N -2.36807 1.87142 0.46543 0.9654 1.6247 -2.3374 -0.23
C -1.88865 3.24860 0.40210 -0.0592 0.0363 -1.0310 -0.05
C 0.32054 2.43119 -5.34500 -0.3773 0.6586 2.9859 -0.07
H 1.12798 -0.28455 -6.91491 0.2635 -1.4938 -0.5873 0.08
H 0.40038 -1.34452 -4.65539 0.0386 -0.9680 -0.2100 0.11
H -0.26541 4.05204 -3.10532 -0.4196 -1.5737 -0.8886 0.13
H -0.80666 5.54321 -2.02550 -0.3989 -0.4436 1.8672 0.12
H -1.28566 7.14466 -0.15770 -0.6974 -1.7622 0.5869 0.11
H -2.15468 6.23155 2.04697 -0.1494 0.5738 1.1779 0.08
H -1.75586 4.68088 3.44265 0.5994 -0.0824 1.0013 0.10
H -1.50928 2.41433 4.55030 -0.5058 0.6417 0.4215 0.11
H -3.55266 0.46042 1.31771 0.9768 1.1896 0.4654 0.15
H 0.36055 3.50001 -5.62927 -0.3187 -0.5577 0.6882 0.10
C -0.39897 -3.48256 3.34964 0.5143 1.2790 -1.1133 0.00
C 0.17003 -3.94528 2.00234 0.3656 -2.2115 1.2743 -0.22
C 0.19166 -5.30327 1.65817 -1.4239 0.7273 -0.0079 0.02
C 0.75657 -5.33984 0.39310 0.8213 1.2204 -0.4653 -0.29
N 1.25055 -4.14973 0.02403 -0.7188 -1.0078 1.0394 0.13
N 0.92484 -3.34861 1.06093 0.1228 2.7611 -0.7015 -0.01
B 0.82691 -1.86342 0.63603 -1.5111 0.3222 0.0344 -0.56
N 1.98889 -1.03619 0.08043 0.7244 -0.4503 0.1185 0.05
N 1.55608 0.26879 -0.17800 2.2864 -1.4825 0.0431 0.05
C 2.67774 0.84108 -0.60511 -1.6153 3.8458 -0.8571 -0.25
C 3.74710 0.02581 -0.61119 3.2111 -0.6469 -0.4058 -0.01
C 3.33070 -1.20468 -0.14554 -2.2814 -0.5153 -0.4945 -0.20
C 4.05176 -2.55608 -0.22646 -0.8361 2.1353 2.8264 0.02
C 2.63768 2.27321 -1.19303 -0.5379 -3.6836 2.0296 -0.17
C 2.20634 3.32411 -0.44824 -0.7570 0.1306 1.9515 -0.06
C 2.02618 4.54204 -1.01401 0.4023 2.8699 0.7327 -0.10
C 2.38717 4.73257 -2.32617 0.4227 -2.7981 0.3193 -0.08
C 2.83655 3.63125 -3.05997 -0.1550 0.7561 -2.2905 -0.07
C 2.89064 2.37916 -2.51589 0.7921 0.0790 -0.5805 -0.06
N 0.32452 -0.98713 1.79829 -1.0737 -0.0709 -0.5840 -0.02
N -0.92085 -0.36426 1.61070 1.7580 -0.7602 0.0372 0.04
C -1.05854 0.40632 2.66184 -0.8350 0.6899 1.4243 -0.25
C 0.03260 0.27543 3.54441 0.3284 1.2872 0.4164 0.05
C 0.94927 -0.54606 2.91353 -2.0107 -0.7644 -0.2226 -0.26
C 2.24688 -1.15340 3.26393 -0.4112 -0.8433 -1.1794 0.00
C -2.34491 1.18884 2.94825 1.3441 0.9216 -0.3330 -0.31
C -3.16224 0.36539 3.92465 1.3655 -1.8267 -0.8472 -0.11
C -4.33619 0.80659 4.44154 1.2157 -0.2460 2.0446 -0.20
C -4.95261 2.02912 4.24760 0.2217 0.6009 -1.3737 -0.17
C -4.91563 2.70398 2.98527 -1.0631 -0.7859 2.1174 -0.18
C -4.26220 2.42247 1.86798 0.9693 -0.1427 -1.7632 -0.10
C 0.85245 -6.42454 -0.52197 0.3283 -1.5889 -1.4730 -0.17
C 0.84782 -6.23086 -1.92232 0.5412 -1.5805 1.9834 -0.01
C 1.02429 -7.28504 -2.79135 -0.5114 1.7064 -0.4458 -0.10
C 1.15962 -8.54595 -2.30492 0.0478 0.1824 2.0516 -0.11
C 1.19418 -8.78967 -0.91226 -0.6565 0.3004 -0.6916 -0.06
C 1.00879 -7.71859 -0.02675 0.3575 -0.6580 -1.5239 -0.03
H -1.38233 -2.96198 3.27676 0.9756 0.0834 -0.0455 0.10
H -0.55878 -4.32877 3.96680 -0.2179 -1.1389 0.2937 0.06
H 0.37596 -2.91623 3.89154 -0.6857 0.2721 -0.2278 0.07
H -0.42726 -6.07230 2.09950 0.2819 0.0056 0.1731 0.11
H -0.09754 -1.80561 -0.26101 0.5879 0.0048 0.6204 0.11
H 4.75899 0.30235 -0.96716 -0.8453 -0.2946 0.3632 0.13
H 3.43554 -3.39974 -0.00491 -0.5306 -0.3366 -0.0229 0.05
H 4.39345 -2.55904 -1.19401 1.1726 -0.5450 -2.2312 0.05
H 4.85913 -2.50139 0.50834 0.2358 -0.2494 -0.2959 0.09
H 1.95144 3.23281 0.60580 0.1588 -0.3653 -0.0993 0.13
H 1.78651 5.46301 -0.38924 -0.0480 -1.5141 -0.8215 0.14
H 2.31518 5.66264 -2.72595 -0.1177 2.5439 -1.3752 0.07
H 3.06012 3.68096 -4.15423 -0.1767 0.4237 1.0199 0.12
H 3.17919 1.48837 -3.05421 -0.0158 0.1165 -0.3273 0.13
H 0.12519 0.88232 4.45448 0.1661 -0.6542 -0.4423 0.12
H 2.46900 -1.19370 4.28103 -0.1286 -0.1220 1.9213 0.07
H 2.31824 -2.17572 2.83874 0.0960 0.6345 0.2182 0.10
H 3.00987 -0.54761 2.86822 1.2640 0.6489 -0.8975 0.07
H -2.74478 -0.69873 4.13874 -0.9274 1.9457 -0.3303 0.11
H -4.58604 0.22040 5.32579 -0.7053 -0.0942 -0.0576 0.08
H -5.59550 2.46509 4.97323 -0.5860 -0.0853 0.5830 0.05
H -5.69668 3.44426 2.96649 -0.0646 0.6606 -0.4982 0.08
H -4.54602 3.00477 1.00345 0.0918 0.0061 -0.3239 0.10
H 0.79955 -5.27315 -2.28329 -0.3437 2.2750 -0.7601 0.08
H 0.98089 -7.01683 -3.85654 0.1530 -0.6162 0.3853 0.11
H 1.19465 -9.28004 -3.02358 0.3047 -2.1041 -1.1317 0.07
H 1.25550 -9.82069 -0.55361 0.1470 0.3968 -0.0340 0.10
H 1.05912 -7.88182 1.02027 -0.0504 -0.1158 0.8119 0.10
C -3.06664 1.28864 -0.83184 0.6624 -0.3590 -0.3047 -0.18
H -3.97417 0.68827 -0.64811 0.3952 0.7745 0.6189 0.03
H -3.26377 2.05005 -1.59578 0.0233 0.0436 0.5085 0.03
```
Positions in Å, forces in eV/Å.

Summary:
Kohn-Sham gap (spin up / spin down) ... 4.45 / 4.45 eV
Multiplicity ... 4
Charge ... -1
Largest force on an atom ... 8.84 eV Å⁻¹
Calculated total energy ... -5942.23105 Eh